No. 1
DFT (wB97M-V/def2-TZVPD) results for the ion C8H9N2O2S with charge +1.

Calculated values
orbital gap (alpha / beta) = 5.21 / 5.89 eV
energy above the lowest of the compared OMol25 structures with the same formula, charge and spin = 101.11 kcal per mole
lowest unoccupied orbital energy (alpha / beta) = -8.21 / -7.56 eV

ORCA input file:
```
! RIJCOSX wB97M-V def2-TZVPD def2/J DEFGRID3
* xyz 1 1
C -3.753 1.160 -0.773
C 1.757 -1.291 -0.281
C 1.478 1.040 0.274
C 0.389 -1.475 -0.230
C 0.107 0.870 0.342
C 2.322 -0.032 -0.036
C -0.411 -0.384 0.068
C 3.793 0.144 -0.099
N -4.386 1.362 0.251
N -2.693 -0.012 1.455
O -2.551 -1.961 -0.244
O -2.685 0.438 -1.047
S -2.165 -0.660 0.146
H -4.122 1.680 -1.683
H 2.400 -2.128 -0.509
H 1.900 2.014 0.471
H -0.065 -2.434 -0.422
H -0.544 1.689 0.601
H 4.278 -0.445 0.682
H 4.181 -0.233 -1.046
H 4.082 1.184 0.021
H -3.313 -0.528 2.060
*
```


No. 2
DFT (wB97M-V/def2-TZVPD) results for a cluster of 4 separate species, C8H24O8 in total.

Calculated values
orbital gap = 9.59 eV
energy above the lowest of the compared OMol25 structures with the same formula, charge and spin = 141.10 kcal per mole
lowest unoccupied orbital energy = 0.19 eV
SMILES = OCCO.OCCO.OCCO.OCCO

ORCA input file:
```
! RIJCOSX wB97M-V def2-TZVPD def2/J DEFGRID3
* xyz 0 1
O -45.119 -54.813 21.580
C -43.882 -54.208 22.014
C -43.139 -53.851 20.681
O -41.886 -53.214 20.816
H -45.364 -54.159 20.931
H -43.747 -53.217 22.729
H -43.149 -55.027 22.652
H -43.907 -52.976 20.160
H -43.085 -54.507 20.043
H -42.017 -52.255 20.487
O -39.043 -54.205 24.631
C -40.464 -54.553 24.597
C -40.621 -56.128 24.575
O -41.952 -56.457 24.687
H -39.049 -53.279 24.589
H -40.823 -54.316 25.613
H -40.647 -53.901 23.786
H -40.176 -56.646 25.534
H -40.078 -56.540 23.651
H -42.061 -57.255 24.481
O -46.687 -59.061 24.046
C -47.259 -59.935 23.257
C -46.371 -60.936 22.517
O -47.106 -61.654 21.506
H -46.147 -58.655 23.436
H -48.010 -60.569 23.738
H -47.625 -59.378 22.313
H -45.980 -61.662 23.193
H -45.604 -60.374 22.059
H -46.730 -61.771 20.667
O -44.782 -58.262 19.803
C -43.668 -57.908 20.527
C -43.878 -58.116 22.004
O -44.960 -57.515 22.530
H -45.444 -58.396 20.387
H -42.929 -58.501 20.111
H -43.587 -56.834 20.421
H -42.908 -57.622 22.447
H -43.847 -59.141 22.458
H -44.938 -56.503 22.451
*
```


No. 3
DFT (wB97M-V/def2-TZVPD) results for a cluster of 2 separate species, C9H13NO in total.

Calculated values
orbital gap = 9.23 eV
energy above the lowest of the compared OMol25 structures with the same formula, charge and spin = 84.73 kcal per mole
lowest unoccupied orbital energy = 0.75 eV
SMILES = CNC(C)=O.c1ccccc1

ORCA input file:
```
! RIJCOSX wB97M-V def2-TZVPD def2/J DEFGRID3
* xyz 0 1
C -2.348 1.954 -0.118
N -2.650 0.534 -0.252
C -1.927 -0.513 0.218
C -2.341 -1.958 -0.209
O -1.014 -0.323 0.943
H -1.476 1.953 0.583
H -2.198 2.495 -1.109
H -3.247 2.428 0.278
H -3.296 0.397 -0.955
H -3.291 -1.774 -0.741
H -2.460 -2.674 0.683
H -1.473 -2.369 -0.900
C 0.686 0.590 -0.083
C 1.836 1.430 0.046
C 3.105 0.854 -0.077
C 3.306 -0.532 -0.020
C 2.145 -1.359 -0.154
C 0.882 -0.792 -0.089
H -0.216 1.200 0.091
H 1.830 2.550 -0.102
H 3.995 1.513 -0.026
H 4.302 -0.935 0.056
H 2.177 -2.455 -0.395
H -0.057 -1.525 -0.337
*
```


No. 4
DFT (wB97M-V/def2-TZVPD) results for the molecule C10H11N3O2.

Calculated values
orbital gap = 8.29 eV
energy above the lowest of the compared OMol25 structures with the same formula, charge and spin = 117.43 kcal per mole
lowest unoccupied orbital energy = 0.51 eV

ORCA input file:
```
! RIJCOSX wB97M-V def2-TZVPD def2/J DEFGRID3
* xyz 0 1
C -1.903 3.023 -2.494
C -1.412 1.982 -3.339
C -1.448 3.157 -1.168
C -0.499 1.130 -2.784
C -0.474 2.240 -0.617
C 0.025 1.243 -1.443
C 0.289 -2.762 2.529
C 0.735 -2.209 3.800
C 0.877 0.062 -1.044
C 0.549 -2.081 0.028
N 1.271 -0.773 2.061
N 0.746 -2.581 5.007
N 0.629 -1.809 1.620
O 1.271 -0.950 3.410
O 0.057 -0.984 -0.610
H -2.716 3.689 -2.837
H -1.603 1.853 -4.429
H -1.867 3.969 -0.454
H 0.083 0.388 -3.319
H -0.217 2.278 0.446
H -0.170 -3.825 2.438
H 1.537 -0.192 -1.862
H 1.581 0.428 -0.290
H -0.095 -2.947 -0.115
H 1.582 -2.298 -0.213
H 1.171 -2.033 5.679
*
```


No. 5
DFT (wB97M-V/def2-TZVPD) results for the ion C2H3O3 with charge -1.

Calculated values
orbital gap = 8.70 eV
energy above the lowest of the compared OMol25 structures with the same formula, charge and spin = 0.72 kcal per mole
lowest unoccupied orbital energy = 4.43 eV
SMILES = COC(=O)[O-]

ORCA input file:
```
! RIJCOSX wB97M-V def2-TZVPD def2/J DEFGRID3
* xyz -1 1
C -0.800 0.054 -0.694
O 0.610 -0.158 -0.579
C 1.081 -0.088 0.851
O 2.304 -0.235 0.927
O 0.208 0.090 1.744
H -1.136 0.247 0.311
H -1.196 -0.868 -1.285
H -1.071 0.959 -1.275
*
```


No. 6
DFT (wB97M-V/def2-TZVPD) results for a cluster of 2 separate species, Cl3HN2 in total.

Calculated values
orbital gap (alpha / beta) = 8.85 / 8.34 eV
energy above the lowest of the compared OMol25 structures with the same formula, charge and spin = 41.13 kcal per mole
lowest unoccupied orbital energy (alpha / beta) = -0.84 / -1.29 eV

ORCA input file:
```
! RIJCOSX wB97M-V def2-TZVPD def2/J DEFGRID3
* xyz 0 1
N -1.181 0.090 -0.574
N 0.788 -0.610 0.524
Cl -1.228 1.727 -0.548
Cl 1.739 0.869 0.795
Cl 1.644 -1.697 -0.318
H -1.763 -0.379 0.121
*
```


No. 7
DFT (wB97M-V/def2-TZVPD) results for a structure of composition C25H14Cl2IrN5O4S2SbSe4.

Calculated values
⟨S²⟩ = 0.7563
orbital gap (alpha / beta) = 3.85 / 3.63 eV
lowest unoccupied orbital energy (alpha / beta) = -3.39 / -3.39 eV

ORCA input file:
```
! RIJCOSX wB97M-V def2-TZVPD def2/J DEFGRID3
* xyz 0 2
Ir 1.517 1.027 0.065
Cl 8.168 0.785 1.341
C 6.459 0.713 1.523
C 5.679 0.757 0.404
C 4.281 0.745 0.537
N 3.357 0.871 -0.480
C 3.651 1.094 -1.857
O 4.737 1.132 -2.348
C 2.395 1.312 -2.639
C 2.448 1.417 -4.001
C 1.289 1.734 -4.698
C 0.126 1.951 -3.990
C 0.128 1.771 -2.620
N 1.235 1.447 -1.941
C 3.698 0.652 1.821
C 4.514 0.586 2.960
C 5.871 0.629 2.812
Cl 6.853 0.601 4.225
N 2.320 0.704 1.802
C 1.476 0.644 2.927
O 1.795 0.404 4.055
C 0.061 0.957 2.541
C -0.920 0.942 3.499
C -2.216 1.276 3.138
C -2.465 1.659 1.831
C -1.427 1.652 0.916
N -0.181 1.282 1.245
H 6.132 0.826 -0.573
H 3.401 1.259 -4.486
H 1.295 1.802 -5.778
H -0.800 2.226 -4.472
H -0.789 1.879 -2.063
H 4.075 0.511 3.939
H -0.644 0.676 4.512
H -3.017 1.249 3.870
H -3.453 1.940 1.495
H -1.600 1.947 -0.112
O -4.965 -1.105 -2.039
S -4.321 -0.595 -0.845
O -4.812 0.655 -0.343
N -2.679 -0.523 -1.175
C -2.028 -1.362 -0.402
S -0.367 -1.565 -0.618
C -2.856 -2.173 0.521
C -2.476 -3.203 1.356
C -3.460 -3.856 2.088
C -4.796 -3.489 1.983
C -5.186 -2.469 1.123
C -4.192 -1.828 0.415
H -1.437 -3.509 1.402
H -3.184 -4.682 2.736
H -5.546 -4.014 2.564
H -6.230 -2.203 0.988
Se -3.155 1.042 -4.120
Sb -2.838 -1.276 -3.429
Se -1.544 -1.832 -5.700
Se -3.207 -3.663 -3.053
Se -0.171 -1.409 -2.851
*
```


No. 8
DFT (wB97M-V/def2-TZVPD) results for the molecule C4H11NS.

Calculated values
orbital gap = 9.97 eV
energy above the lowest of the compared OMol25 structures with the same formula, charge and spin = 27.68 kcal per mole
lowest unoccupied orbital energy = 0.90 eV
SMILES = CCNCCS

ORCA input file:
```
! RIJCOSX wB97M-V def2-TZVPD def2/J DEFGRID3
* xyz 0 1
C 1.961 -0.621 3.041
C 1.636 0.065 1.688
N 0.273 -0.319 1.188
C -0.065 0.470 -0.031
C -1.046 -0.340 -0.857
S -1.438 0.482 -2.476
H 1.950 -0.008 3.943
H 1.063 -1.252 3.040
H 2.830 -1.265 2.946
H 2.237 -0.206 0.798
H 1.802 1.138 1.804
H 0.445 -1.242 0.788
H 0.715 0.871 -0.673
H -0.541 1.352 0.407
H -0.588 -1.317 -1.023
H -2.023 -0.385 -0.370
H -1.309 -0.646 -3.215
*
```


No. 9
DFT (wB97M-V/def2-TZVPD) results for a cluster of 6 separate species, C29H43F15N2O13 in total.

Calculated values
orbital gap = 10.25 eV
lowest unoccupied orbital energy = 0.35 eV
SMILES = CCCCCOC(=O)NN(C)C(C)=O.CCOC(=O)C(F)(F)F.CCOC(=O)C(F)(F)F.CCOC(=O)C(F)(F)F.CCOC(=O)C(F)(F)F.CCOC(=O)C(F)(F)F

ORCA input file:
```
! RIJCOSX wB97M-V def2-TZVPD def2/J DEFGRID3
* xyz 0 1
C 1.783 -4.613 -4.086
C 1.476 -3.019 -3.997
C 2.542 -2.132 -4.827
C 1.873 -0.963 -5.692
C 1.423 0.325 -4.845
O 0.055 0.747 -5.055
C -0.857 0.080 -4.207
O -0.675 0.100 -2.957
N -2.071 -0.600 -4.676
N -1.878 -1.937 -4.969
C -2.959 -2.824 -4.437
C -1.543 -2.201 -6.365
C -0.988 -3.685 -6.706
O -1.590 -1.394 -7.318
H 2.152 -4.906 -5.125
H 2.526 -4.892 -3.257
H 0.768 -5.125 -3.912
H 0.460 -2.847 -4.510
H 1.363 -2.671 -2.914
H 3.334 -1.770 -4.094
H 3.029 -2.856 -5.584
H 2.673 -0.634 -6.458
H 0.973 -1.293 -6.308
H 1.716 0.144 -3.761
H 2.086 1.198 -5.206
H -2.583 -0.080 -5.401
H -2.585 -3.215 -3.417
H -3.874 -2.186 -4.219
H -3.170 -3.745 -5.071
H -1.728 -4.129 -7.471
H -1.026 -4.356 -5.785
H 0.041 -3.652 -7.205
C -8.584 -1.858 -1.067
C -8.059 -3.279 -1.089
O -8.022 -3.784 -2.433
C -6.938 -3.451 -3.160
O -6.032 -2.771 -2.753
C -7.005 -4.091 -4.543
F -8.228 -3.990 -5.101
F -6.713 -5.408 -4.499
F -6.143 -3.537 -5.414
H -9.556 -1.800 -1.562
H -8.688 -1.501 -0.040
H -7.913 -1.182 -1.602
H -8.734 -3.929 -0.529
H -7.075 -3.353 -0.617
C -1.833 1.438 -0.547
C -2.552 1.111 0.746
O -1.918 1.767 1.858
C -2.274 3.047 2.070
O -3.068 3.651 1.396
C -1.565 3.599 3.304
F -0.260 3.264 3.348
F -2.112 3.138 4.447
F -1.613 4.944 3.375
H -0.771 1.193 -0.469
H -2.263 0.879 -1.380
H -1.899 2.504 -0.776
H -2.491 0.038 0.939
H -3.613 1.370 0.694
C -0.997 6.353 0.914
C -1.916 6.657 -0.251
O -1.354 7.684 -1.085
C -0.452 7.275 -1.999
O -0.104 6.133 -2.143
C 0.023 8.455 -2.843
F 0.286 9.550 -2.101
F -0.904 8.823 -3.752
F 1.146 8.182 -3.530
H -0.768 7.265 1.472
H -1.457 5.632 1.589
H -0.044 5.944 0.568
H -2.868 7.042 0.122
H -2.138 5.759 -0.834
C 2.639 4.052 4.466
C 4.141 3.871 4.545
O 4.481 2.892 5.540
C 4.420 1.605 5.147
O 4.104 1.247 4.043
C 4.852 0.681 6.282
F 4.317 1.032 7.469
F 6.190 0.686 6.453
F 4.499 -0.600 6.072
H 2.229 4.296 5.449
H 2.382 4.852 3.767
H 2.149 3.134 4.135
H 4.609 4.808 4.855
H 4.567 3.605 3.574
C 5.586 -3.335 6.553
C 5.936 -4.659 7.202
O 6.894 -4.469 8.255
C 6.392 -4.101 9.450
O 5.222 -3.926 9.669
C 7.509 -3.983 10.484
F 8.595 -3.347 10.001
F 7.930 -5.194 10.904
F 7.130 -3.307 11.582
H 6.489 -2.825 6.210
H 4.919 -3.486 5.702
H 5.093 -2.668 7.263
H 6.405 -5.316 6.466
H 5.046 -5.175 7.572
*
```


No. 10
DFT (wB97M-V/def2-TZVPD) results for the ion C5H4BrO with charge +1.

Calculated values
⟨S²⟩ = 2.0190
orbital gap (alpha / beta) = 6.66 / 7.02 eV
lowest unoccupied orbital energy (alpha / beta) = -5.83 / -7.99 eV

ORCA input file:
```
! RIJCOSX wB97M-V def2-TZVPD def2/J DEFGRID3
* xyz 1 3
C 0.471 1.205 -0.668
C 1.224 1.034 0.391
C 1.078 -0.280 -0.196
C 0.067 -1.223 0.213
C -1.901 -0.153 0.901
O -1.110 -0.836 0.379
Br -3.410 0.261 -0.219
H -0.156 1.802 -1.278
H 1.779 1.265 1.317
H 1.791 -0.840 -0.822
H 0.167 -2.234 -0.019
*
```


No. 11
DFT (wB97M-V/def2-TZVPD) results for the molecule H2NOP.

Calculated values
orbital gap (alpha / beta) = 7.96 / 8.39 eV
energy above the lowest of the compared OMol25 structures with the same formula, charge and spin = 138.11 kcal per mole
lowest unoccupied orbital energy (alpha / beta) = -3.08 / -2.69 eV

ORCA input file:
```
! RIJCOSX wB97M-V def2-TZVPD def2/J DEFGRID3
* xyz 0 1
N -1.705 -1.271 0.006
O -1.780 1.019 0.007
P -0.732 -0.086 -0.012
H 0.186 0.092 1.161
H 0.116 0.485 -0.916
*
```


No. 12
DFT (wB97M-V/def2-TZVPD) results for the molecule C15H17N3O2S.

Calculated values
orbital gap = 8.75 eV
energy above the lowest of the compared OMol25 structures with the same formula, charge and spin = 17.48 kcal per mole
lowest unoccupied orbital energy = 0.53 eV
SMILES = Cc1cccc(-c2nnc(SCC(=O)N3CCCC3)o2)c1

ORCA input file:
```
! RIJCOSX wB97M-V def2-TZVPD def2/J DEFGRID3
* xyz 0 1
C 5.240 4.680 0.126
C 4.758 3.510 0.929
C 5.381 3.183 2.131
C 4.948 2.109 2.888
C 3.883 1.338 2.460
C 3.252 1.655 1.259
C 2.139 0.869 0.784
N 1.461 1.047 -0.307
N 0.517 0.091 -0.364
C 0.660 -0.634 0.709
S -0.271 -1.995 1.203
C -1.364 -2.067 -0.255
C -2.738 -2.529 0.205
O -2.953 -2.892 1.344
N -3.684 -2.513 -0.748
C -3.537 -2.045 -2.113
C -4.889 -2.355 -2.757
C -5.859 -2.260 -1.580
C -5.057 -2.886 -0.446
O 1.671 -0.203 1.486
C 3.692 2.739 0.500
H 5.116 5.602 0.692
H 4.685 4.766 -0.804
H 6.298 4.571 -0.106
H 6.215 3.780 2.474
H 5.444 1.870 3.817
H 3.538 0.498 3.043
H -0.937 -2.772 -0.970
H -1.380 -1.070 -0.694
H -3.337 -0.966 -2.126
H -2.712 -2.552 -2.619
H -4.888 -3.370 -3.156
H -5.128 -1.664 -3.562
H -6.076 -1.215 -1.357
H -6.795 -2.782 -1.763
H -5.151 -3.977 -0.444
H -5.327 -2.519 0.546
H 3.182 2.958 -0.425
*
```


Sequential maximum force output: 2.60; 11.84; 4.34; 3.37; 1.96; 2.23; 3.19; 2.25; 4.81; 6.04; 6.38; 1.69 eV Å⁻¹